Molecular formula: C32H31BrF6N6OZr
Method: DFT, ωB97M-V with the def2-TZVPD basis set

**Maximum force**: 0.038 Eh/bohr
**E_HOMO**: -12.9 eV
**Energy above the lowest of the compared OMol25 structures with the same formula, charge and spin**: 31.30 kcal per mole
**LUMO energy**: -6.375 eV
**DFT total energy**: -4861.6230 Ha
**Molecular weight**: 800.8 g mol⁻¹
**Charge**: +2

Element x y z (Å)
Zr -0.3172 0.0702 -0.0604
Br 0.6283 -1.0700 2.4898
F 4.1650 2.0551 -5.3874
F -2.6884 -1.4404 3.0408
F -3.8617 -3.8777 3.7725
F -2.5474 -5.7146 -0.3695
F -1.3606 -3.2222 -1.0172
F -3.7670 -5.9770 2.0553
O -1.5319 -1.2317 0.6217
N 0.3577 2.2875 -0.0473
N -0.0081 -0.7097 -1.9200
N 1.8934 0.2904 -0.6360
N 0.8435 1.4819 3.5276
N -1.8128 1.3266 1.2897
N -2.0394 0.6297 -1.3888
C 3.1146 -1.9901 -0.3065
C -3.2257 0.1371 -3.5190
C 3.8508 0.5854 -2.1247
C -2.5819 -4.6924 0.4747
C -1.3972 2.6978 1.6184
C 4.4226 1.0018 -3.3097
C 1.6950 2.3908 0.5830
C 1.0628 2.4366 4.4291
C 1.8914 -1.1982 -0.6970
C 2.4442 1.0358 0.4992
C 1.0003 -1.6198 -1.6935
C 0.0455 -2.9562 -3.4641
C -0.6126 3.2860 0.4431
C 1.5983 0.8380 6.1072
C -1.0287 -0.9410 -2.7702
C -2.0558 -2.3708 0.9985
C 2.2815 1.8707 -4.0106
C -3.2096 -4.8230 1.7152
C 3.6274 1.6448 -4.2442
C 0.9996 0.2343 3.9153
C -3.2595 -3.7423 2.6014
C -3.1528 1.2280 0.6775
C 1.7102 1.4197 -2.8328
C 1.4307 2.1640 5.7346
C -3.1220 1.4300 -0.8484
C -2.6804 -2.5341 2.2394
C -2.1279 0.0030 -2.5234
C -2.0081 -3.4774 0.1471
C 0.9968 -2.8075 -2.4966
C -1.0067 -2.0204 -3.6243
C 2.4920 0.7752 -1.8764
C 1.3833 -0.1742 5.1763
H 4.4780 0.1038 -1.3895
H -0.1272 4.2198 0.7487
H 1.5719 2.6619 1.6322
H -2.8354 -0.0468 -4.5181
H -3.5331 0.2199 0.8733
H -2.2560 3.3433 1.8455
H -1.2976 3.5344 -0.3711
H 5.4674 0.8410 -3.5127
H 0.5010 2.4865 -1.0417
H 3.5179 1.2324 0.3744
H 1.5136 -1.2146 5.4259
H -0.7537 2.6574 2.4984
H -3.9995 -0.6083 -3.3200
H -3.8528 1.9483 1.1227
H 2.2915 3.1674 0.0899
H -1.7863 -2.2077 -4.3425
H -4.0958 1.1210 -1.2438
H 1.8978 0.5826 7.1113
H 1.5862 2.9660 6.4381
H 0.0629 -3.8270 -4.1008
H -3.6827 1.1257 -3.4943
H 3.5987 -1.5633 0.5708
H 1.7553 -3.5593 -2.3415
H 2.3300 0.4798 1.4304
H 1.6967 2.3922 -4.7498
H -1.8646 0.7983 2.1622
H -2.9771 2.4878 -1.1067
H 0.9425 3.4535 4.0843
H 3.8496 -2.0517 -1.1151
H 2.8287 -3.0106 -0.0567
H 0.6380 1.5336 -2.6964